[1]
The following is a quantum chemistry calculation of a molecular structure, C21H23AuN5O4 in a non-equilibrium geometry, from the Open Molecules 2025 dataset.

Last column: natural (NBO) charge in e.
Geometry (Å):
1 Au -0.09 0.17 0.00  1.45
2 C -0.44 1.31 2.71  -0.42
3 N 0.17 0.09 2.15  -0.40
4 C -0.48 -1.12 2.69  -0.42
5 C 1.62 0.05 2.37  0.02
6 C 2.08 0.05 3.68  -0.20
7 C 3.42 0.01 3.98  -0.22
8 C 4.32 -0.04 2.92  -0.16
9 C 3.87 -0.05 1.61  -0.26
10 C 2.51 0.00 1.27  0.23
11 N 1.96 0.01 0.00  -0.62
12 C 2.51 0.00 -1.27  0.23
13 C 3.87 -0.05 -1.61  -0.27
14 C 4.31 -0.04 -2.92  -0.15
15 C 3.42 0.01 -3.98  -0.22
16 C 2.07 0.05 -3.68  -0.20
17 C 1.62 0.05 -2.37  0.03
18 N 0.17 0.09 -2.15  -0.39
19 C -0.44 1.31 -2.71  -0.42
20 C -0.48 -1.12 -2.69  -0.42
21 H -0.36 1.33 3.80  0.22
22 H -1.49 1.35 2.43  0.24
23 H 0.06 2.19 2.30  0.24
24 H -0.38 -1.16 3.78  0.22
25 H -0.02 -2.01 2.27  0.22
26 H -1.54 -1.11 2.44  0.23
27 H 1.36 0.09 4.49  0.22
28 H 3.76 0.02 5.00  0.24
29 H 5.38 -0.07 3.11  0.23
30 H 4.64 -0.09 0.87  0.22
31 H 4.64 -0.09 -0.87  0.22
32 H 5.38 -0.07 -3.11  0.23
33 H 3.76 0.02 -5.00  0.24
34 H 1.36 0.09 -4.49  0.22
35 H -0.36 1.33 -3.80  0.22
36 H 0.06 2.19 -2.30  0.24
37 H -1.49 1.35 -2.43  0.24
38 H -0.38 -1.16 -3.77  0.22
39 H -1.54 -1.11 -2.44  0.23
40 H -0.02 -2.01 -2.27  0.22
41 O -6.15 -0.33 0.00  -0.65
42 C -5.65 -1.54 0.00  0.78
43 O -6.31 -2.54 0.00  -0.57
44 C -4.15 -1.67 0.00  -0.24
45 C -3.53 -2.91 0.00  0.04
46 N -2.21 -2.68 0.00  -0.32
47 N -1.92 -1.38 0.00  -0.39
48 C -3.09 -0.74 0.00  0.03
49 C -3.06 0.76 0.00  0.76
50 O -4.11 1.38 0.00  -0.61
51 O -1.90 1.31 0.00  -0.76
52 H -5.47 0.38 0.00  0.51
53 H -3.98 -3.89 0.00  0.26
54 H -1.47 -3.36 0.00  0.42

Output
Total charge = +1
E_tot = -1524.21019 a.u.
M = 606.4 g/mol
Spin multiplicity = 1
Highest occupied orbital energy (spin up / spin down) = -10.960 / -10.960 eV
Gap between HOMO and LUMO (spin up / spin down) = 0.206 / 0.206 hartree

[2]
The following is a quantum chemistry calculation of a molecular structure, C21H23BF2IrN7OS2 in a non-equilibrium geometry, from the Open Molecules 2025 dataset.

Last column: natural (NBO) charge in e.
Geometry (Å):
1 Ir 0.84 0.74 -0.54  1.01
2 O 1.28 3.38 2.49  -0.56
3 C 1.27 2.38 1.80  0.63
4 N 0.50 2.20 0.71  -0.55
5 C -0.32 3.31 0.31  -0.29
6 C -1.04 2.94 -0.92  0.25
7 C -2.11 3.67 -1.41  -0.23
8 C -2.66 3.34 -2.63  -0.11
9 C -2.12 2.28 -3.35  -0.24
10 C -1.09 1.56 -2.79  0.07
11 N -0.57 1.87 -1.59  -0.45
12 C 2.11 1.20 2.06  0.12
13 C 2.80 1.04 3.24  -0.18
14 C 3.56 -0.10 3.42  -0.14
15 C 3.63 -1.03 2.39  -0.18
16 C 2.91 -0.80 1.23  0.06
17 N 2.15 0.29 1.08  -0.43
18 H 0.30 4.18 0.10  0.25
19 H -1.00 3.62 1.10  0.24
20 H -2.48 4.51 -0.83  0.24
21 H -3.49 3.91 -3.03  0.24
22 H -2.49 2.01 -4.33  0.25
23 H -0.66 0.71 -3.30  0.23
24 H 2.71 1.82 3.99  0.26
25 H 4.09 -0.27 4.35  0.24
26 H 4.22 -1.92 2.48  0.23
27 H 2.92 -1.50 0.42  0.21
28 C 2.72 -2.33 -2.10  -0.42
29 N 1.73 -2.84 -1.16  -0.34
30 C 1.90 -3.94 -0.34  -0.07
31 C 0.72 -4.16 0.27  -0.02
32 N -0.18 -3.22 -0.18  -0.43
33 B -1.73 -3.38 0.14  0.19
34 N -2.49 -2.02 0.33  -0.49
35 C -3.80 -1.86 -0.10  -0.05
36 C -4.28 -0.72 0.41  -0.08
37 N -3.24 -0.16 1.14  -0.35
38 C -3.32 1.03 1.98  -0.40
39 C -2.15 -0.96 1.07  0.28
40 S -0.60 -0.60 1.68  -0.34
41 C 0.46 -2.41 -1.00  0.26
42 S -0.23 -1.00 -1.74  -0.03
43 H 3.34 -3.16 -2.44  0.23
44 H 3.36 -1.58 -1.64  0.22
45 H 2.21 -1.89 -2.95  0.23
46 H 2.85 -4.46 -0.27  0.24
47 H 0.42 -4.92 0.97  0.25
48 H -2.29 -3.91 -0.80  -0.04
49 H -1.75 -4.03 1.15  -0.04
50 H -4.29 -2.59 -0.73  0.24
51 H -5.25 -0.25 0.32  0.23
52 H -4.26 1.54 1.78  0.22
53 H -2.49 1.68 1.78  0.21
54 H -3.29 0.75 3.03  0.23
55 F 3.49 0.71 -1.27  -0.35
56 C 2.37 1.37 -1.66  0.41
57 F 2.53 2.68 -1.34  -0.35
58 H 2.28 1.29 -2.74  0.14

Output
Total charge = +1
E_tot = -2397.76262 a.u.
M = 694.6 g/mol
Spin multiplicity = 2
Highest occupied orbital energy (spin up / spin down) = -10.274 / -10.205 eV
Gap between HOMO and LUMO (spin up / spin down) = 0.254 / 0.180 hartree
⟨S²⟩ = 0.76

[3]
The following is a quantum chemistry calculation of a molecular structure, C21H23BiN3O3S2, from the Open Molecules 2025 dataset.

Last column: natural (NBO) charge in e.
Geometry (Å):
1 Bi -1.48 -2.43 1.24  1.74
2 C -0.27 1.71 -0.20  -0.70
3 C -0.61 0.53 0.66  0.44
4 N -0.49 -0.69 0.21  -0.43
5 N -0.12 -0.86 -1.10  -0.33
6 C -0.71 -1.75 -1.79  -0.03
7 S -1.96 -2.86 -1.18  -0.22
8 S -0.26 -1.90 -3.48  0.29
9 C -1.86 -1.35 -4.21  -0.54
10 C -2.18 0.05 -3.75  0.04
11 C -1.51 1.13 -4.31  -0.23
12 C -1.77 2.42 -3.88  -0.20
13 C -2.72 2.65 -2.89  -0.22
14 C -3.39 1.57 -2.32  -0.20
15 C -3.12 0.28 -2.75  -0.26
16 C -1.17 0.78 1.98  -0.28
17 C -0.68 1.85 2.75  -0.09
18 C -1.32 2.24 3.90  -0.26
19 C -2.50 1.61 4.29  -0.14
20 C -3.00 0.57 3.54  -0.27
21 C -2.35 0.11 2.39  0.35
22 O -2.89 -0.90 1.70  -0.83
23 H -0.04 1.41 -1.22  0.27
24 H 0.58 2.25 0.21  0.25
25 H -1.12 2.39 -0.20  0.26
26 H -2.63 -2.07 -3.94  0.24
27 H -1.68 -1.39 -5.28  0.25
28 H -0.77 0.96 -5.09  0.22
29 H -1.25 3.26 -4.33  0.22
30 H -2.94 3.65 -2.57  0.22
31 H -4.13 1.74 -1.55  0.22
32 H -3.65 -0.56 -2.31  0.22
33 H 0.23 2.34 2.43  0.21
34 H -0.91 3.05 4.49  0.23
35 H -3.02 1.93 5.18  0.23
36 H -3.92 0.06 3.83  0.24
37 O 3.01 -3.21 2.77  -0.62
38 C 2.19 -2.40 2.17  0.83
39 O 1.01 -2.68 1.99  -0.71
40 C 2.82 -1.10 1.65  -0.18
41 N 4.20 -1.00 2.14  -0.66
42 C 5.10 -0.75 1.00  -0.22
43 C 4.41 -1.51 -0.13  -0.42
44 C 2.93 -1.17 0.11  -0.40
45 H 2.18 -0.27 1.97  0.22
46 H 3.86 -2.69 2.81  0.52
47 H 4.33 -0.33 2.88  0.39
48 H 6.10 -1.12 1.21  0.22
49 H 5.17 0.31 0.75  0.18
50 H 4.58 -2.58 -0.02  0.21
51 H 4.75 -1.20 -1.12  0.24
52 H 2.26 -1.92 -0.31  0.23
53 H 2.68 -0.21 -0.33  0.22

Output
Total charge = +1
E_tot = -2214.81349 a.u.
M = 638.5 g/mol
Spin multiplicity = 1
Highest occupied orbital energy = -11.443 eV
Gap between HOMO and LUMO = 0.283 hartree

[4]
The following is a quantum chemistry calculation of a molecular structure, C21H23Br4N8O2SZn, from the Open Molecules 2025 dataset.

Last column: natural (NBO) charge in e.
Geometry (Å):
1 Zn -0.34 -1.06 -0.63  1.65
2 C -5.37 0.75 -2.68  -0.62
3 C -4.95 -0.64 -3.14  -0.22
4 N -3.58 -0.70 -3.61  -0.60
5 C -2.48 -0.74 -2.81  0.31
6 S -2.69 -1.09 -1.13  -0.47
7 N -1.36 -0.53 -3.48  -0.48
8 N -0.24 -0.57 -2.72  -0.31
9 C 0.89 -0.38 -3.28  0.19
10 C 1.08 -0.15 -4.75  -0.68
11 C 2.08 -0.41 -2.39  0.18
12 C 3.38 -0.40 -2.89  -0.25
13 C 4.43 -0.43 -1.99  -0.16
14 C 4.18 -0.45 -0.64  -0.27
15 C 2.85 -0.44 -0.22  0.08
16 N 1.84 -0.43 -1.08  -0.49
17 H -6.41 0.75 -2.33  0.20
18 H -5.28 1.48 -3.49  0.19
19 H -4.73 1.08 -1.86  0.23
20 H -5.59 -0.97 -3.96  0.18
21 H -5.06 -1.35 -2.33  0.22
22 H -3.38 -0.39 -4.54  0.39
23 H 0.11 0.00 -5.22  0.25
24 H 1.56 -1.01 -5.22  0.22
25 H 1.71 0.72 -4.93  0.21
26 H 3.56 -0.38 -3.95  0.21
27 H 5.45 -0.44 -2.36  0.21
28 H 4.97 -0.47 0.10  0.22
29 H 2.58 -0.46 0.83  0.22
30 Br 3.54 -6.00 2.26  0.04
31 C 2.47 -4.46 2.00  -0.17
32 C 2.33 -3.52 3.01  -0.17
33 Br 3.20 -3.74 4.67  0.04
34 C 1.52 -2.39 2.78  -0.24
35 Br 1.34 -1.02 4.08  0.01
36 C 0.84 -2.19 1.59  0.33
37 O 0.11 -1.13 1.35  -0.93
38 C 0.99 -3.16 0.53  0.27
39 O 0.40 -2.94 -0.60  -0.86
40 C 1.81 -4.26 0.77  -0.21
41 Br 2.01 -5.48 -0.67  0.04
42 C 1.00 2.99 3.72  -0.62
43 C -0.50 3.12 3.97  -0.22
44 C -1.08 1.86 4.63  -0.61
45 C -1.27 3.55 2.71  -0.21
46 N -0.95 2.80 1.50  -0.20
47 C -0.71 1.51 1.27  0.16
48 N -0.52 1.35 -0.02  -0.34
49 N -0.65 2.57 -0.57  -0.06
50 N -0.90 3.45 0.32  -0.08
51 H 1.53 2.86 4.66  0.21
52 H 1.39 3.88 3.22  0.21
53 H 1.23 2.12 3.10  0.23
54 H -0.66 3.95 4.66  0.20
55 H -0.92 0.96 4.04  0.23
56 H -2.15 1.97 4.80  0.20
57 H -0.60 1.69 5.59  0.21
58 H -1.03 4.58 2.47  0.22
59 H -2.34 3.48 2.89  0.21
60 H -0.63 0.70 1.99  0.28

Output
Total charge = -1
E_tot = -13876.28886 a.u.
M = 836.5 g/mol
Spin multiplicity = 1
Highest occupied orbital energy = -3.944 eV
Gap between HOMO and LUMO = 0.235 hartree